Entry 1:
Density functional theory data (ωB97M-V/def2-TZVPD) for a structure of composition C28H19ClN5OSV at a distorted geometry.

## Properties
Frontier orbital gap (spin up / spin down) = 6.19 / 6.23 eV
Energy = -87876.0521 eV
<S²> = 2.016

```
! wB97M-V def2-TZVPD RIJCOSX def2/J DEFGRID3
* xyz 2 3
V 0.442 -0.283 0.424
Cl 5.550 2.599 4.516
C 4.515 1.901 3.346
C 4.850 1.979 1.986
C 3.999 1.471 1.032
C 2.781 0.879 1.406
O 1.877 0.487 0.580
C 2.472 0.715 2.799
C 1.311 -0.017 3.197
N 0.407 -0.488 2.386
C -0.680 -1.230 2.854
C -1.155 -1.347 4.148
C -2.245 -2.185 4.426
C -2.824 -2.952 3.449
C -2.379 -2.853 2.113
C -2.901 -3.614 1.045
C -2.403 -3.403 -0.217
C -1.438 -2.413 -0.425
N -0.912 -1.688 0.548
C -1.344 -1.934 1.813
C 3.355 1.257 3.742
H 5.776 2.449 1.694
H 4.247 1.538 -0.018
H 1.225 -0.216 4.265
H -0.717 -0.801 4.969
H -2.616 -2.235 5.438
H -3.629 -3.632 3.681
H -3.672 -4.346 1.233
H -2.750 -3.978 -1.059
H -1.097 -2.214 -1.434
H 3.126 1.189 4.793
N -0.589 1.137 -3.301
C -0.035 0.412 -4.364
C -0.348 0.772 -5.668
C 0.177 0.053 -6.730
C 1.027 -1.016 -6.496
C 1.359 -1.375 -5.197
C 0.822 -0.668 -4.137
S 1.241 -1.148 -2.472
N 0.268 -0.160 -1.531
C -0.447 0.840 -1.993
C -1.081 1.633 -0.957
C -1.826 2.799 -1.166
C -2.297 3.506 -0.077
C -2.038 3.005 1.201
C -1.348 1.821 1.332
N -0.851 1.140 0.292
H -1.163 1.926 -3.565
H -0.999 1.614 -5.846
H -0.081 0.335 -7.737
H 1.437 -1.569 -7.323
H 2.031 -2.196 -5.009
H -2.020 3.159 -2.166
H -2.848 4.423 -0.211
H -2.384 3.525 2.079
H -1.181 1.397 2.314
*
```


Entry 2:
Density functional theory data (ωB97M-V/def2-TZVPD) for a cluster of 40 separate species, H80O40 in total at a distorted geometry.

## Properties
Frontier orbital gap (spin up / spin down) = 9.24 / 2.28 eV
Energy = -83188.9380 eV
<S²> = 0.754

```
! wB97M-V def2-TZVPD RIJCOSX def2/J DEFGRID3
* xyz 1 2
H -2.216 1.182 2.946
H -1.400 1.906 1.739
O -2.118 1.328 2.010
H -4.174 -3.228 -3.013
H -3.838 -3.320 -1.583
O -3.926 -3.902 -2.356
H 3.962 3.599 0.251
H 3.809 3.239 -1.120
O 3.793 2.795 -0.259
H -4.277 2.480 -0.954
H -3.273 1.645 -0.210
O -3.476 1.928 -1.117
H 0.229 0.180 -5.973
H 0.265 -1.262 -5.665
O -0.062 -0.661 -6.351
H 0.543 -3.676 -3.984
O 0.935 -3.905 -4.833
H -3.319 6.112 0.745
O -3.795 5.528 1.349
H 2.556 4.243 3.074
H 4.003 4.027 2.611
O 3.080 3.882 2.351
H 0.518 -2.933 3.016
H 1.207 -2.653 1.589
O 1.333 -2.935 2.506
H 2.408 -0.952 -2.571
H 3.790 -0.518 -3.319
O 3.379 -0.926 -2.555
H -1.429 2.415 -0.326
H -0.075 1.899 -0.944
O -0.802 2.511 -1.041
H -2.359 -1.516 -5.381
O -2.353 -2.007 -4.546
H -2.651 3.501 4.686
H -3.407 3.798 3.298
O -2.828 4.135 3.988
H -3.390 -2.641 0.852
H -4.669 -2.954 1.622
O -3.942 -3.384 1.158
H 2.365 -2.070 3.730
H 2.979 -0.463 4.223
O 2.677 -1.383 4.378
H 5.463 1.067 0.622
H 6.489 -0.021 0.854
O 6.197 0.825 1.212
H 0.453 3.796 4.420
H -0.692 4.252 3.429
O 0.116 3.737 3.523
H 5.147 1.211 3.515
H 4.191 0.515 2.783
O 4.232 0.909 3.669
H 0.106 -0.054 3.750
O -0.622 0.554 3.840
H 2.529 -4.729 -0.550
H 3.358 -5.197 0.538
O 3.374 -4.507 -0.143
H 1.224 1.797 0.337
O 0.712 1.890 1.143
H -1.992 -3.848 4.054
H -2.661 -4.057 2.777
O -2.164 -4.577 3.435
H -1.613 -5.683 1.757
H -1.624 -4.732 0.420
O -1.124 -5.165 1.114
H -2.120 -0.721 1.040
H -2.130 -0.652 -0.453
O -2.566 -1.121 0.278
H -0.547 4.649 -3.600
H -0.287 4.185 -2.166
O 0.051 4.771 -2.851
H 5.415 -0.178 -1.343
H 6.782 0.483 -1.374
O 5.850 0.666 -1.540
H 4.359 -2.110 1.574
H 4.912 -0.875 1.202
O 4.031 -1.201 1.458
H 6.078 -2.707 -0.901
H 4.574 -2.768 -0.479
O 5.442 -2.397 -0.248
H -1.112 -4.680 -3.353
H -2.129 -3.652 -2.977
O -1.158 -3.792 -2.977
H -3.657 1.881 -3.693
H -5.127 1.429 -3.579
O -4.550 2.100 -3.961
H -5.031 4.294 -0.209
H -4.306 4.021 -1.527
O -5.187 4.004 -1.131
H -4.702 -0.886 -2.156
O -5.165 -0.469 -2.898
H 2.384 -1.005 0.495
H 2.957 0.264 -0.127
O 2.110 -0.167 0.050
H -0.519 1.500 3.748
H 0.209 -4.228 -5.376
H 0.916 2.751 1.545
H -3.300 5.671 2.167
H -1.405 -2.103 -4.381
H -6.092 -0.565 -2.640
O -3.594 -0.389 5.564
H -4.417 -0.192 5.119
H -2.783 -0.351 5.058
O 1.601 4.627 -0.261
H 0.721 4.722 -0.658
H 1.576 4.330 0.651
O -0.633 -2.905 4.967
H -0.355 -3.591 4.343
H -0.391 -3.313 5.810
O 0.994 2.243 -4.086
H 0.543 2.696 -4.818
H 0.332 2.563 -3.449
O -2.103 -0.485 -2.210
H -2.112 0.479 -2.131
H -1.990 -0.854 -3.099
O 1.543 -2.985 -0.746
H 0.850 -2.999 -1.422
H 2.036 -2.184 -0.962
O 0.718 -0.270 -2.338
H 1.290 0.137 -1.667
H 0.036 -0.700 -1.803
*
```


Entry 3:
Density functional theory data (ωB97M-V/def2-TZVPD) for a cluster of 11 separate species, C19H55BN20O12Si in total at a distorted geometry.

## Properties
SMILES = OB(O)C[SiH2]CCc1ccccc1.NC(N)=O.NC(N)=O.NC(N)=O.NC(N)=O.NC(N)=O.NC(N)=O.NC(N)=O.NC(N)=O.NC(N)=O.NC(N)=O
Frontier orbital gap = 8.91 eV
Energy = -83534.7524 eV

```
! wB97M-V def2-TZVPD RIJCOSX def2/J DEFGRID3
* xyz 0 1
O 3.704 -0.910 -0.538
B 3.613 0.423 -0.166
O 3.835 0.799 1.174
C 3.225 1.518 -1.205
Si 1.336 1.494 -1.254
C 0.536 3.168 -0.948
C -0.985 3.136 -0.583
C -1.602 1.762 -0.513
C -1.636 1.091 0.712
C -2.151 -0.197 0.829
C -2.632 -0.804 -0.320
C -2.638 -0.166 -1.549
C -2.127 1.127 -1.636
H 2.871 -1.340 -0.283
H 2.984 0.854 1.631
H 3.562 1.169 -2.182
H 3.659 2.489 -0.988
H 0.889 0.516 -0.227
H 0.891 0.981 -2.567
H 0.619 3.713 -1.889
H 1.066 3.770 -0.214
H -1.558 3.759 -1.263
H -1.093 3.576 0.407
H -1.226 1.589 1.583
H -2.129 -0.680 1.794
H -3.005 -1.817 -0.242
H -3.024 -0.659 -2.428
H -2.092 1.661 -2.574
C 3.806 0.267 4.830
O 3.316 1.370 4.650
N 3.921 -0.287 6.078
N 4.281 -0.500 3.806
H 4.316 -1.193 6.254
H 3.585 0.253 6.854
H 4.219 -0.112 2.873
H 4.678 -1.412 3.933
C -3.811 3.926 -3.782
O -2.671 3.585 -3.517
N -4.307 3.894 -5.055
N -4.682 4.362 -2.824
H -5.241 4.165 -5.294
H -3.691 3.575 -5.778
H -4.349 4.386 -1.879
H -5.624 4.642 -3.017
C 7.657 -1.106 7.127
O 6.916 -1.887 7.701
N 7.243 -0.375 6.054
N 8.953 -0.904 7.516
H 7.818 0.276 5.556
H 6.295 -0.515 5.762
H 9.282 -1.431 8.303
H 9.577 -0.270 7.057
C 0.877 -2.824 -2.033
O 1.343 -2.677 -0.908
N -0.329 -3.427 -2.241
N 1.535 -2.406 -3.142
H -0.732 -3.560 -3.148
H -0.832 -3.740 -1.431
H 2.431 -1.968 -3.016
H 1.189 -2.537 -4.073
C -6.947 -1.920 -1.935
O -6.848 -2.271 -3.106
N -8.139 -1.930 -1.270
N -5.883 -1.491 -1.201
H -8.249 -1.640 -0.319
H -8.948 -2.231 -1.774
H -4.994 -1.464 -1.657
H -5.942 -1.195 -0.240
C 6.961 -3.229 1.069
O 7.801 -3.807 1.737
N 7.231 -2.698 -0.162
N 5.671 -3.060 1.486
H 6.545 -2.224 -0.721
H 8.165 -2.800 -0.510
H 5.421 -3.438 2.379
H 4.977 -2.583 0.937
C -11.796 -0.594 -0.692
O -10.661 -0.936 -0.411
N -12.260 -0.587 -1.977
N -12.696 -0.188 0.255
H -13.188 -0.310 -2.231
H -11.623 -0.876 -2.696
H -12.386 -0.182 1.208
H -13.633 0.098 0.045
C 4.238 -4.877 -3.293
O 4.250 -3.754 -3.765
N 3.574 -5.168 -2.135
N 4.888 -5.929 -3.881
H 3.552 -6.080 -1.723
H 3.089 -4.413 -1.679
H 5.385 -5.743 -4.731
H 4.891 -6.858 -3.506
C -5.593 0.663 2.263
O -5.508 0.296 1.101
N -6.775 0.670 2.952
N -4.497 1.087 2.955
H -6.858 0.965 3.905
H -7.594 0.362 2.462
H -3.620 1.085 2.462
H -4.524 1.383 3.912
C 4.577 5.416 -1.692
O 3.395 5.134 -1.762
N 5.469 5.081 -2.674
N 5.109 6.087 -0.625
H 6.446 5.301 -2.636
H 5.110 4.587 -3.468
H 4.481 6.342 0.114
H 6.079 6.326 -0.546
*
```


Entry 4:
Density functional theory data (ωB97M-V/def2-TZVPD) for the ion C6H9O4Si with charge -1 at a distorted geometry.

## Properties
SMILES = C=C1C=C([O-])O[C@]1(OC)O[SiH3]
Frontier orbital gap = 6.44 eV
Energy = -22435.0520 eV

```
! wB97M-V def2-TZVPD RIJCOSX def2/J DEFGRID3
* xyz -1 1
C -0.035 2.134 -0.323
C -0.745 0.982 -0.136
C -0.132 -0.201 0.523
C -2.464 -0.453 0.306
C 0.157 -0.938 -1.673
C -2.169 0.736 -0.300
O -1.113 -0.941 0.926
O 0.795 0.182 1.527
O -3.418 -1.072 0.635
O 0.674 -0.867 -0.433
Si 2.309 -0.526 1.673
H -0.468 3.081 -0.841
H 1.000 1.987 0.015
H 1.095 -1.144 -2.278
H -0.347 -0.045 -2.033
H -0.543 -1.668 -1.950
H -2.793 1.157 -1.028
H 2.497 -1.904 1.892
H 2.592 -0.043 3.095
H 3.110 -0.455 0.404
*
```


Entry 5:
Density functional theory data (ωB97M-V/def2-TZVPD) for an isolated molecule of C6H9FN2 at a distorted geometry.

## Properties
SMILES = C#C[C@@H](F)C1(CC)NN1
Frontier orbital gap = 10.67 eV
Energy = -12060.6455 eV

```
! wB97M-V def2-TZVPD RIJCOSX def2/J DEFGRID3
* xyz 0 1
C -2.340 0.695 2.086
C -1.221 0.367 1.737
C -0.049 -0.705 -0.119
C 1.668 0.897 -1.112
C 0.223 0.484 -1.057
C 0.144 -0.045 1.340
N 0.215 -2.110 -0.451
N -1.152 -1.483 -0.461
F 0.777 -0.859 2.233
H -3.261 1.229 2.194
H 1.835 1.872 -0.494
H 1.823 1.216 -2.115
H 2.351 0.156 -0.993
H 0.000 0.319 -2.113
H -0.555 1.217 -0.732
H 0.770 0.776 1.062
H 0.457 -2.302 -1.415
H -1.685 -1.725 0.409
*
```


Entry 6:
Density functional theory data (ωB97M-V/def2-TZVPD) for a cluster of 5 separate species, H10O5 in total at a distorted geometry.

## Properties
SMILES = O.O.O.O.O
Frontier orbital gap = 11.38 eV
Energy = -10400.3365 eV

```
! wB97M-V def2-TZVPD RIJCOSX def2/J DEFGRID3
* xyz 0 1
H -1.625 -0.501 -0.752
H -3.085 0.077 -0.997
H 0.870 -1.216 -0.200
H 0.281 -2.454 -0.856
H 3.117 -0.232 0.376
H 1.960 0.750 -0.168
H 0.237 1.691 0.626
H -0.030 1.335 -0.786
H -0.532 -1.027 1.405
H -1.428 0.140 0.986
O -2.164 0.291 -0.697
O 0.002 -1.626 -0.409
O 2.348 -0.212 -0.228
O 0.556 1.833 -0.261
O -0.713 -0.107 1.642
*
```


Entry 7:
Density functional theory data (ωB97M-V/def2-TZVPD) for an isolated molecule of C4H8N2O.

## Properties
Frontier orbital gap (spin up / spin down) = 6.90 / 6.67 eV
Energy = -9300.8970 eV

```
! wB97M-V def2-TZVPD RIJCOSX def2/J DEFGRID3
* xyz 0 1
C -1.047 1.291 -0.497
C 0.944 -1.645 -0.322
C 0.302 0.740 -0.240
C -1.502 0.757 0.843
O 1.422 1.302 -0.725
N 0.312 -0.495 0.336
N -1.098 -0.614 0.838
H 2.228 0.907 -0.362
H -1.017 -0.995 1.776
H -1.054 2.376 -0.574
H -1.535 0.850 -1.381
H -1.288 1.343 1.739
H 1.931 -1.365 -0.692
H 1.066 -2.441 0.411
H 0.335 -2.011 -1.151
*
```


Entry 8:
Density functional theory data (ωB97M-V/def2-TZVPD) for an isolated molecule of C18H25N3O5S at a distorted geometry.

## Properties
SMILES = CC[C@H]1CCCCN1C(=O)CCNS(=O)(=O)c1ccc2c(c1)oc(=O)n2C
Frontier orbital gap = 9.00 eV
Energy = -44616.1415 eV

```
! wB97M-V def2-TZVPD RIJCOSX def2/J DEFGRID3
* xyz 0 1
C -1.047 -0.219 2.341
H -0.101 -0.601 1.965
C -2.199 -0.719 1.478
H -3.131 -0.255 1.804
H -2.310 -1.798 1.604
C -1.945 -0.450 -0.012
N -1.638 0.954 -0.263
C -0.397 1.270 -0.696
O 0.455 0.417 -0.874
C -0.107 2.746 -0.959
C 1.381 2.970 -1.240
N 2.154 2.891 -0.022
S 3.675 2.205 -0.111
O 4.368 2.656 1.062
O 4.267 2.441 -1.397
C 3.263 0.479 0.048
C 2.881 0.026 1.297
C 2.432 -1.273 1.473
C 2.369 -2.069 0.343
C 2.778 -1.597 -0.914
C 3.239 -0.313 -1.087
H 3.553 0.079 -2.039
O 2.612 -2.588 -1.835
C 2.089 -3.670 -1.200
O 1.807 -4.711 -1.722
N 1.946 -3.361 0.139
C 1.411 -4.270 1.114
H 1.163 -5.194 0.595
H 0.511 -3.852 1.570
H 2.149 -4.473 1.891
H 2.137 -1.644 2.441
H 2.941 0.713 2.125
H 2.155 3.724 0.545
H 1.751 2.175 -1.888
H 1.525 3.931 -1.749
H -0.395 3.342 -0.092
H -0.687 3.071 -1.825
C -2.758 1.857 -0.126
H -2.450 2.880 -0.328
C -3.884 1.456 -1.081
C -4.313 0.020 -0.798
C -3.102 -0.902 -0.910
H -3.379 -1.925 -0.649
H -2.754 -0.903 -1.945
H -4.745 -0.043 0.202
H -5.079 -0.290 -1.510
H -4.725 2.140 -0.958
H -3.526 1.534 -2.109
H -3.127 1.813 0.905
H -1.042 -1.000 -0.299
H -1.175 -0.540 3.372
H -0.994 0.867 2.325
*
```


Entry 9:
Density functional theory data (ωB97M-V/def2-TZVPD) for an isolated molecule of C7H4S at a distorted geometry.

## Properties
SMILES = C#C/C=C(/C#C)C=S
Frontier orbital gap = 7.10 eV
Energy = -18151.5829 eV

```
! wB97M-V def2-TZVPD RIJCOSX def2/J DEFGRID3
* xyz 0 1
C 0.336 -1.583 0.179
C -0.350 -0.322 0.287
C 0.089 0.897 0.187
C 1.597 0.959 -0.116
C 2.784 1.379 -0.169
C -1.835 -0.356 -0.070
C -3.036 -0.360 -0.225
H -0.559 -2.193 0.576
H -0.476 1.879 0.011
H 3.685 1.847 0.113
H -4.160 -0.199 -0.634
S 1.924 -1.946 -0.138
*
```


Entry 10:
Density functional theory data (ωB97M-V/def2-TZVPD) for the ion C5H13N2O with charge +1 at a distorted geometry.

## Properties
Frontier orbital gap (spin up / spin down) = 4.27 / 7.14 eV
Energy = -10408.9764 eV
<S²> = 2.005

```
! wB97M-V def2-TZVPD RIJCOSX def2/J DEFGRID3
* xyz 1 3
C -0.448 0.299 0.995
C -0.388 -0.314 -1.018
C 0.754 -0.316 0.056
C -2.682 0.163 -0.164
C 2.478 1.293 0.568
N -1.234 0.473 -0.205
N 1.530 -1.622 0.372
O 1.717 0.576 -0.331
H -1.009 -0.433 1.634
H -0.269 1.212 1.586
H -0.134 0.008 -2.002
H -0.834 -1.353 -1.121
H -2.839 -0.689 -0.813
H -3.110 -0.081 0.780
H -3.309 1.115 -0.601
H 1.800 1.569 1.377
H 2.817 2.193 0.126
H 3.287 0.623 0.844
H 2.266 -1.694 -0.416
H 1.019 -2.536 0.384
H 2.050 -1.425 1.187
*
```


Entry 11:
Density functional theory data (ωB97M-V/def2-TZVPD) for the ion C9H17N2O2 with charge +1 at a distorted geometry.

## Properties
SMILES = CO[C@]1(C)C(=O)N2[C@@H]1[NH2+]CC2(C)C
Frontier orbital gap = 10.10 eV
Energy = -16675.4029 eV

```
! wB97M-V def2-TZVPD RIJCOSX def2/J DEFGRID3
* xyz 1 1
C -1.323 0.343 -0.458
C 1.431 -0.984 1.245
C 0.651 -0.295 -0.863
C -0.265 0.861 -1.496
C -0.056 -1.276 1.236
C -0.653 0.676 -2.959
C -0.353 -2.800 1.314
C -0.921 -0.493 2.252
C -0.508 3.267 -1.347
N -0.454 -0.695 -0.045
N 1.662 0.111 0.256
O -2.439 0.624 -0.180
O 0.226 2.078 -0.983
H 1.906 -0.732 2.261
H 1.913 -1.877 0.894
H 1.053 -1.092 -1.525
H -0.495 -0.309 -3.231
H -0.102 1.268 -3.699
H -1.683 1.008 -3.091
H -1.378 -3.162 0.931
H -0.262 -3.182 2.377
H 0.285 -3.379 0.621
H -0.426 0.479 2.312
H -0.937 -1.195 3.068
H -2.035 -0.281 2.009
H -0.403 3.458 -2.518
H -0.126 4.117 -0.688
H -1.613 3.178 -1.187
H 1.264 0.995 0.666
H 2.658 0.139 0.155
*
```


Look up the energy of the fifth one. -12060.6455 eV


Among the records above, which one has the lowest energy? C28H19ClN5OSV


Among the records above, which one has the lowest energy? C28H19ClN5OSV


Which of these has the lowest energy? C28H19ClN5OSV